## A
{"formula": "C9H12N2O2S", "method": "wB97M-V/def2-TZVPD", "e_homo_ha": [-0.23934, -0.29225], "orbital_gap_ha": [0.2088, 0.2808], "symbols": ["C", "C", "C", "C", "C", "C", "C", "C", "C", "N", "N", "O", "O", "S", "H", "H", "H", "H", "H", "H", "H", "H", "H", "H", "H", "H"], "coordinates": [[1.00391, -1.75395, -1.03197], [1.02303, -3.29283, 0.47810], [-0.11957, -1.22520, -0.29052], [1.64922, 1.05407, 0.04710], [-0.25908, 1.69981, 1.69699], [-1.49941, 0.73602, 1.50441], [0.94207, 0.95435, 1.30220], [-0.97674, -0.23142, -0.63251], [-1.07361, 0.08236, -2.12673], [1.52799, -2.89880, -0.58847], [-1.80816, 0.48702, 0.15171], [1.23982, 2.12746, -0.76191], [2.60163, 0.34701, -0.27261], [-0.32239, -2.34019, 1.07076], [1.18948, -1.54245, -2.11043], [1.24052, -4.28905, 1.01925], [-0.23117, 2.54485, 1.01178], [-0.03031, 2.19691, 2.68295], [-1.23833, -0.10776, 2.12622], [-2.34283, 1.40873, 2.03509], [1.12386, 0.01628, 1.83024], [-0.48406, -0.77637, -2.55735], [-0.86025, 1.09654, -2.39390], [-2.06920, 0.00537, -2.56382], [-2.18133, 1.30378, -0.28251], [1.95490, 2.39745, -1.34406]]}

## B
{"formula": "C9H12N2O2S", "method": "wB97M-V/def2-TZVPD", "e_homo_ha": [-0.28376, -0.30413], "orbital_gap_ha": [0.2563, 0.2803], "symbols": ["C", "C", "C", "C", "C", "C", "C", "C", "C", "N", "N", "O", "O", "S", "H", "H", "H", "H", "H", "H", "H", "H", "H", "H", "H", "H"], "coordinates": [[-1.03157, -0.01957, 1.03829], [-0.08808, 0.92335, 1.16105], [-1.88842, -0.07560, -0.13844], [1.40688, -1.86488, -0.17430], [-2.08944, 1.21427, -0.90013], [-0.07254, 3.05509, -0.60782], [-0.59169, 1.68158, -1.18689], [0.18329, 1.76476, 0.08244], [1.07907, -3.26420, 0.31314], [-2.69292, -1.08723, -0.22028], [2.24390, -1.03273, 0.54284], [1.13027, -1.50065, -1.28904], [3.64791, 0.89882, 0.92559], [3.00696, 0.29288, -0.22187], [-1.22033, -0.68493, 1.88704], [0.40463, 1.00883, 2.04303], [-2.82247, 1.19422, -1.66474], [-2.39635, 1.99595, -0.07015], [0.73789, 3.50474, -1.20240], [-0.73145, 3.78273, -0.13513], [-0.17105, 1.29208, -2.11421], [0.03029, -3.28634, 0.70462], [1.11529, -3.89187, -0.60114], [1.78209, -3.62770, 0.98122], [-3.52297, -0.97732, -0.71466], [2.55083, -1.29626, 1.56194]]}

Which one sits at the top of the stability order? A does.